Record 1
C5H15NO | wB97M-V/def2-TZVPD

Values from the calculation:
HOMO-LUMO gap (hartree): 0.339
Molecular weight (g/mol): 105.2
HOMO energy (eV): -8.4
F_max (eV/A): 1.850
Energy relative to the best compared isomer or geometry (same formula, charge and spin) (kcal per mole): 36.0

```
22
Properties=species:S:1:pos:R:3:forces:R:3:lowdin_charge:R:1
C 1.35376 -0.79821 0.45866 0.1045 -0.3568 -0.0801 -0.117
C 0.93814 0.48303 -0.24830 -0.0788 0.1869 0.3026 -0.261
C -0.48677 0.40843 -0.84661 0.8432 0.9921 1.3147 -0.217
N -1.54031 0.05851 0.17949 0.3142 0.0293 -1.2940 -0.268
C -2.12763 1.18893 0.93736 1.4405 -0.3591 -0.1390 -0.095
C -2.52161 -0.74562 -0.51051 -0.5267 -0.3773 0.1922 -0.142
H 0.79017 -1.03762 1.37608 0.0372 0.2897 -0.4840 0.078
H 2.42862 -0.76674 0.70420 -1.3357 -0.2229 -0.1009 0.019
H 1.18453 -1.60158 -0.27793 0.2792 -0.0977 0.4964 0.086
H 1.06050 1.34277 0.43822 -0.1829 -0.1945 -0.3682 0.102
H 1.61690 0.64001 -1.10857 -0.1623 0.0790 0.4385 0.109
H -0.61928 1.41304 -1.29232 -0.5978 -0.3339 -0.0629 0.112
H -0.39045 -0.31790 -1.67642 -0.7297 0.1191 0.5963 0.114
H -1.25411 1.58361 1.48306 -0.6012 0.2823 0.0668 0.077
H -2.87789 0.85079 1.67179 0.3835 -0.1230 -0.4071 0.082
H -2.56537 2.00431 0.33723 0.0393 -0.2468 -0.1652 0.078
H -3.27414 -1.12186 0.20277 0.2062 0.1056 -0.2708 0.082
H -2.01397 -1.60824 -0.97397 -0.3357 0.2799 0.1929 0.082
H -3.03946 -0.17609 -1.30049 -0.0993 -0.1396 -0.0276 0.082
O 4.25360 -0.81173 -0.13226 1.1219 0.7187 0.7167 -0.092
H 5.16039 -0.43268 -0.18030 -0.8930 -0.4156 0.0408 0.057
H 3.92438 -0.55515 0.75883 0.7732 -0.2154 -0.9581 0.030
```
Forces are in eV/Å.

=====

Record 2
C5H15NO | wB97M-V/def2-TZVPD

Values from the calculation:
HOMO-LUMO gap (hartree): 0.321
Molecular weight (g/mol): 105.2
HOMO energy (eV): -7.9
F_max (eV/A): 4.261
Energy relative to the best compared isomer or geometry (same formula, charge and spin) (kcal per mole): 74.4

```
22
Properties=species:S:1:pos:R:3:forces:R:3:lowdin_charge:R:1
C 1.92958 -0.55367 -1.14882 -0.6463 0.8855 -1.0684 -0.475
C 1.92059 -0.86510 0.33134 0.2057 -0.0810 0.4330 -0.091
C 1.96739 -1.76177 -2.08642 -1.1580 2.0895 -1.5070 -0.115
N 0.63567 0.04541 -1.69271 -0.5360 1.7587 1.6983 -0.034
H 2.69515 0.20119 -1.39482 0.1189 -0.4847 0.3544 0.120
H 0.76726 0.81766 -2.34080 0.3651 0.0756 0.3436 0.083
H 0.00469 0.35144 -0.95353 -0.1594 -0.0021 -0.1564 0.041
H 1.20576 -1.63605 0.61737 -0.3717 0.1369 -0.2288 0.078
H 0.86322 -1.12745 -2.60553 2.0628 -3.6554 0.7333 0.150
H 2.73535 -1.59765 -2.84885 0.2622 -0.7480 0.3022 0.034
H 2.87738 -1.28922 0.63690 0.2421 0.0194 -0.2874 0.074
H 1.78551 -0.00159 0.98556 -0.2327 0.0945 -0.1837 0.063
H 1.97976 -2.70373 -1.54073 -0.1076 -0.1964 -0.5552 0.044
C -2.27125 0.42785 1.57491 -0.0404 0.3346 -0.2676 -0.301
C -2.98108 1.76437 1.77166 0.4177 -0.4493 0.0820 -0.088
O -1.12955 0.58978 0.73551 0.1679 -0.2896 -0.1077 -0.115
H -0.65553 1.41085 0.91558 -0.3055 -0.1004 0.3437 0.084
H -2.92064 -0.29734 1.07524 0.0513 0.2379 -0.1979 0.114
H -2.01864 -0.06469 2.52274 0.2426 0.3763 0.0409 0.109
H -3.22082 2.22087 0.81215 -0.3996 -0.2771 -0.0612 0.076
H -2.31143 2.49118 2.24100 -0.0918 -0.1766 0.3802 0.072
H -3.85837 1.57766 2.39224 -0.0871 0.4516 -0.0902 0.076
```
Forces are in eV/Å.

=====

Record 3
C5H15NO | wB97M-V/def2-TZVPD

Values from the calculation:
HOMO-LUMO gap (alpha / beta) (hartree): 0.419 / 0.231
Total charge: +1
Molecular weight (g/mol): 105.2
Multiplicity: 2
HOMO energy (alpha / beta) (eV): -14.8 / -14.8
⟨S²⟩: 0.75
F_max (eV/A): 1.515
Energy relative to the best compared isomer or geometry (same formula, charge and spin) (kcal per mole): 24.0

```
22
Properties=species:S:1:pos:R:3:forces:R:3:lowdin_charge:R:1
C -2.36850 0.20292 -0.20954 -0.9602 0.4579 -0.0956 0.012
C -0.82230 0.34058 -0.33079 0.7834 -0.8610 0.7071 -0.334
C -0.09322 -0.58767 0.68772 0.3794 0.5361 -0.4715 -0.374
C 0.30537 0.25663 1.89910 0.5562 -0.4898 -0.1997 -0.047
C 1.16641 -1.21859 0.10810 0.4633 -0.7362 1.1299 -0.069
N -0.57204 -0.02607 -1.68801 -1.4329 -0.4700 -0.1415 0.324
H -2.68255 -0.83954 -0.27024 0.1641 0.0564 0.0363 0.102
H -2.70924 0.63257 0.74305 0.4827 -0.2026 -0.0249 0.118
H -2.90416 0.77606 -0.96837 0.0912 -0.0227 -0.0975 0.093
H -0.50625 1.37265 -0.14704 -0.2916 0.1253 -0.3469 0.169
H -0.75313 -1.39423 1.00236 -0.3035 0.0676 -0.0746 0.142
H -0.51298 0.84431 2.28670 -0.1893 0.1283 0.3122 0.086
H 1.14020 0.90720 1.62864 -0.1819 0.2605 -0.1024 0.085
H 0.73430 -0.39519 2.66357 -0.3913 0.0661 0.1352 0.101
H 1.03960 -1.93311 -0.70669 0.0012 0.3982 -0.3239 0.086
H 1.99551 -0.52246 0.00531 -0.2496 0.1786 -0.8154 0.066
H 1.57130 -1.85067 0.89608 -0.1255 -0.3139 0.2180 0.097
H -0.52433 -1.02126 -1.91990 0.6025 -0.0072 0.2487 0.162
H -1.09064 0.45270 -2.42681 0.4478 0.5638 -0.0159 0.166
H 2.78756 1.60800 -0.40645 0.4472 0.0433 -0.1722 0.044
H 1.93389 1.20190 -1.56773 0.7127 0.0070 -0.1722 0.021
O 2.86522 1.19327 -1.27905 -1.0061 0.2142 0.2669 -0.052
```
Forces are in eV/Å.

=====

- Look up the energy relative to the best compared isomer or geometry (same formula, charge and spin) of the first one.
  36.0 kcal per mole